No. 1
2 unconnected molecules or ions with the total composition C6H9OS in a non-equilibrium geometry, computed with ωB97M-V/def2-TZVPD.

ΔE to the lowest compared entry with this formula, charge and spin: 67.3 kcal/mol
total charge: -1

```
17
C6H9OS | the OMol25 dataset | ωB97M-V/def2-TZVPD
S -2.8818 0.8856 -0.8195
O -2.9949 0.0245 1.8592
C 2.3829 0.0400 0.1655
C -1.8303 -1.3284 0.1741
C -2.5739 -0.4576 0.8000
C -1.6756 -2.4583 -0.5136
C 0.4484 1.5603 0.2095
C 1.0684 0.1728 0.2915
H -2.5219 -3.3175 -0.5780
H 3.1544 0.7601 -0.0086
H -0.7419 -2.7103 -1.1060
H 2.7447 -0.9326 0.1570
H 0.9833 2.2489 -0.5725
H 0.4548 -0.6080 0.2612
H -4.2188 0.7366 -0.7770
H 0.3916 1.9982 1.1500
H -0.5028 1.3214 0.0073
```

No. 2
2 unconnected molecules or ions with the total composition C6H9P in a non-equilibrium geometry, computed with ωB97M-V/def2-TZVPD.

ΔE to the lowest compared entry with this formula, charge and spin: 78.8 kcal/mol
total charge: 0

```
16
C6H9P | the OMol25 dataset | ωB97M-V/def2-TZVPD
P 2.2175 -0.9178 0.4723
C 0.0891 -0.2896 -0.8083
C -1.6151 -1.3362 0.3386
C -1.5969 0.0204 0.9267
C -0.5381 0.7947 0.0530
C -0.7196 -1.4583 -0.6421
C 3.2317 0.2834 -0.1058
H -2.4451 0.5509 1.0610
H -1.2581 -0.2266 2.0274
H -2.1663 -2.2214 0.5524
H 2.8692 1.1724 -0.5953
H 0.3111 0.0385 -1.7884
H -0.3026 -2.4035 -1.0153
H -0.1050 1.5498 0.6635
H 4.3234 0.4738 0.1382
H -1.0092 1.3009 -0.8089
```

No. 3
A molecular structure, C70H173F6LiN12O26S2 in a non-equilibrium geometry, computed with ωB97M-V/def2-TZVPD.

<S²>: 0.75
total energy: -184675.013 eV
spin multiplicity: 2
total charge: -1

```
290
C70H173F6LiN12O26S2 | the OMol25 dataset | ωB97M-V/def2-TZVPD
S -0.9175 -0.2408 -0.3896
S 0.4015 1.7757 0.5032
F -1.6767 -2.3251 -1.8735
F -0.9265 -0.7106 -3.0569
F 3.0160 1.2519 1.0331
F -2.9205 -0.6733 -2.3060
F 2.8112 2.5030 -0.7085
F 2.2828 0.3637 -0.8048
O -5.6613 -0.5182 1.8210
O 10.5669 -0.2211 -3.5359
O -10.3759 -2.3490 3.4692
O 0.1990 -1.1384 -0.1315
O 9.2896 1.3524 6.9109
O -1.1769 5.1907 7.6208
O 4.2285 -4.7215 3.1112
O 0.6602 -6.3842 -0.9186
O 5.3594 3.3351 -3.1922
O -1.9712 -3.6252 2.0755
O 2.0075 0.5741 6.0665
O -2.9552 1.5168 4.7046
O 0.2309 1.0930 1.7863
O -7.1404 -6.2313 1.9465
O -6.5654 1.7468 -4.2201
O 0.1574 1.7484 -4.1097
O -11.7717 3.9854 -7.3240
O -3.1118 2.8188 -1.3941
O 2.8738 -2.3710 -3.1601
O 0.3648 3.2468 0.5333
O 2.1057 4.8310 1.9345
O 2.7323 -1.0139 -7.7314
O -2.0222 -0.2834 0.5561
O -4.2337 -5.5315 -4.7668
O 6.8840 -0.4369 -0.3862
O 5.8370 2.4462 4.2163
N -1.9427 3.5186 -3.8669
N 6.3191 4.5475 -6.5627
N -9.0022 3.4700 -6.5374
N -7.8124 0.2438 4.2381
N 2.3736 -1.8721 4.4729
N 3.9720 -5.2342 0.2603
N -2.0544 2.2665 7.7192
N -0.5632 1.1834 -0.8691
N 1.6155 -3.2412 -6.0957
N 8.8553 -2.0930 -1.9464
N 8.4406 3.2314 5.1540
N -5.6993 -3.4195 2.1793
C -4.7549 -4.0340 -2.9610
C -9.4769 4.7745 -6.8622
C 4.5072 2.4887 3.7521
C 11.7580 0.5246 -3.5109
C 9.6235 0.0269 7.2653
C 9.3968 -2.3548 -3.3048
C 1.1118 0.1671 5.0231
C 1.7534 -3.1102 -3.5311
C 6.8731 2.9237 3.2985
C -3.6641 -4.5450 -3.9415
C -7.5549 1.8728 -5.2374
C -1.5269 2.9893 -5.1604
C -3.1669 -3.3901 -4.8502
C -3.7307 3.7261 -2.2520
C 3.5952 -3.9838 4.1264
C 9.7984 3.3168 5.6436
C 6.0925 3.2355 -4.4072
C 1.5186 -5.6452 -0.0834
C 8.3030 2.5940 3.8098
C -3.0637 0.7850 6.0075
C 2.9597 -6.0954 -0.3427
C -6.6878 -5.3963 0.7973
C 4.1169 3.6955 -6.1144
C -5.2908 -0.2025 0.4643
C 5.7531 2.5000 -2.1376
C -3.4538 3.1441 -0.0619
C 1.0712 -2.5687 -4.8710
C -3.1968 -3.1144 2.5553
C -3.3174 1.8390 7.1278
C 10.2732 1.9345 6.0323
C 5.4120 4.1843 -5.4625
C 1.9234 -0.5950 3.9117
C -10.6745 4.6947 -7.8101
C 1.5314 1.3449 -3.9197
C -9.7520 -1.1951 4.0199
C -4.3280 -3.7905 1.7444
C -8.0071 3.3944 -5.4021
C -12.9529 4.0048 -8.1052
C 1.0757 4.3756 3.9883
C 6.5568 0.1004 0.8527
C -2.4063 4.7031 8.2506
C -2.3764 0.7662 3.6138
C -6.7752 -3.8768 1.2299
C 3.1230 -2.6339 3.4613
C -0.0359 2.6111 -5.1896
C 1.3893 1.3922 7.0509
C 3.1816 0.3411 -8.1387
C 7.4075 -2.1913 -1.9392
C -8.2542 -1.0316 3.6424
C -6.4062 0.4666 4.0961
C -6.0110 0.5116 -4.0269
C -3.4262 3.3902 -3.6950
C 10.7340 -1.6015 -3.4892
C 3.4297 -2.7481 -1.9009
C -1.2178 6.5444 7.2216
C 3.3644 -7.4375 0.1229
C 1.3130 -1.1840 -7.6500
C 6.8459 -1.8555 -0.5374
C -9.9187 -3.5347 3.9442
C -0.9542 -2.9182 2.6771
C 2.2601 1.4297 -0.0600
C 4.8080 -5.9386 3.5790
C 1.5466 6.7726 3.3238
C -1.6613 -1.0274 -2.0105
C -7.5008 -7.4966 1.4180
C -2.0884 3.2526 8.8236
C -5.9229 0.6656 2.5812
C 0.9806 -2.6763 -7.2964
C 1.1089 5.3804 2.8442
C -0.7289 -5.9878 -0.7648
Li -1.2419 2.2254 -2.3296
H -1.4243 7.1858 8.0784
H -7.2752 -8.2440 2.1786
H -0.8887 -1.8607 2.4209
H 2.9060 -8.2621 -0.4230
H -1.3618 0.5484 3.9475
H 5.6417 1.4420 -2.3751
H -5.1190 -4.9243 -2.4483
H -9.8750 3.0192 -6.3025
H -4.8299 -1.0746 0.0005
H 0.6544 1.0669 4.6117
H -4.2803 -4.8772 1.8149
H 6.9829 -1.5797 -2.7352
H -9.7852 5.3422 -5.9842
H 0.2886 -0.4984 5.2829
H -1.1625 -6.3280 0.1757
H -3.7201 2.3468 -3.8094
H 3.9764 -6.5067 3.9960
H 4.3399 2.7871 -6.6740
H -7.1616 4.0776 -5.4823
H -8.6457 5.2151 -7.4127
H 3.9670 -2.1103 3.0123
H -2.8156 -5.0356 -3.4647
H -3.5585 -5.9608 -5.2973
H 1.4979 0.6382 -3.0905
H -0.8734 -4.9086 -0.8162
H 6.7845 2.6922 -1.8421
H -0.0775 -2.9379 -7.2820
H 1.2318 -0.7739 3.0885
H 2.2530 2.1524 -3.7960
H -8.4595 3.7966 -4.4957
H -2.3750 1.3559 2.6971
H 0.7654 7.1727 3.9701
H -2.0890 2.0696 -5.3223
H -8.5477 -7.4588 1.1169
H 10.6063 0.0206 7.7367
H -2.1307 0.2395 6.1489
H 2.8145 -0.1198 3.5014
H -10.2715 4.2783 -8.7332
H -1.9367 6.7859 6.4387
H 2.5581 -2.8928 -6.1970
H 0.3602 1.1461 7.3125
H 1.3476 -3.2197 -8.1671
H -1.4199 -6.3992 -1.5006
H -10.9628 5.7073 -8.0923
H 4.4106 1.7064 2.9993
H 3.8431 -5.2329 1.2620
H 7.3427 -0.0090 1.6000
H -10.5069 -4.3946 3.6236
H 5.5846 -0.2677 1.1805
H 4.4171 -2.2935 -1.8205
H -4.3640 -3.3623 -2.1968
H 9.6671 -0.6612 6.4211
H 0.0847 2.1830 -6.1847
H -1.8330 3.6579 -5.9651
H 11.2048 1.9475 6.5980
H 4.2350 -3.7355 4.9732
H 12.4505 0.1905 -2.7383
H 7.1294 3.5180 -4.2251
H 0.6990 3.4158 3.6349
H 2.4146 -2.8774 2.6694
H -7.9497 0.1913 5.2373
H -5.0580 1.3283 2.6117
H -7.3815 -5.5878 -0.0213
H -2.7965 3.0831 9.6347
H 9.5400 -3.4224 -3.4719
H 1.3470 -1.5180 -4.9599
H 0.1188 5.5165 2.4091
H 1.3755 -4.5860 -0.2972
H -5.7166 -5.7321 0.4337
H 2.8020 -2.5389 -1.0347
H 6.6945 2.4683 2.3244
H 5.9015 5.3017 -7.0890
H 6.3659 1.1490 0.6244
H 1.0015 -0.4573 -6.8997
H 6.2052 2.1824 -4.6646
H -3.4054 -3.3033 3.6083
H -0.0033 -2.7520 -4.8763
H 4.8794 -5.6612 0.1401
H -2.5954 -2.7083 -4.2204
H 1.4378 2.3798 6.5923
H 1.0587 -3.2025 -2.6962
H 10.3858 1.3480 5.1205
H -6.9687 -7.8395 0.5307
H 7.8436 2.6715 5.7458
H -6.2306 1.4127 4.6082
H -6.6570 1.2780 2.0576
H 2.9201 -1.6875 5.3020
H 2.7617 0.6274 -9.1030
H 7.3310 -3.2311 -2.2573
H -13.5379 4.9226 -8.1644
H 0.3077 4.6804 4.6992
H -1.7529 4.4987 -3.7131
H -8.8610 -3.7142 3.7517
H 4.2267 3.4314 3.2823
H 11.4266 -1.8875 -2.6976
H -8.1467 -0.9681 2.5596
H -4.7976 3.5076 -2.2075
H 5.2555 -6.4716 2.7401
H -2.5683 -3.7330 -5.6942
H 11.5900 1.6015 -3.5259
H 0.6811 3.4306 -5.1393
H 2.9283 1.0809 -7.3793
H -5.4396 0.1459 -4.8800
H 3.1743 -5.9531 -1.4018
H 3.0692 -7.5691 1.1638
H 9.7954 3.8940 6.5683
H 5.1340 5.1223 -4.9818
H 2.1199 -4.1240 -3.6921
H -3.8462 2.6709 6.6627
H 8.3942 1.5291 4.0240
H -6.1782 0.0404 -0.1202
H 5.8448 -2.2669 -0.4080
H -9.9293 -1.2158 5.0952
H 5.1915 2.7082 -1.2269
H 1.3203 -5.8006 0.9771
H 8.7115 -1.9455 -4.0471
H -1.1433 3.3169 9.3630
H 7.4156 -2.4111 0.2075
H -6.7359 -3.2319 0.3520
H 11.2031 -1.9102 -4.4235
H -12.6781 3.7353 -9.1250
H 3.7940 2.2511 4.5415
H 0.8308 -0.9046 -8.5867
H -0.2443 6.8579 6.8447
H 8.9749 -0.3633 8.0496
H -4.5317 2.9896 -0.0130
H -7.7587 -3.7223 1.6737
H 3.6265 -3.8196 -1.9354
H 7.1437 4.8474 -6.0625
H -2.6384 5.3621 9.0872
H -3.2660 -2.0561 2.3040
H -3.9075 1.3663 7.9130
H 10.4695 3.7147 4.8825
H -4.1613 -3.5674 0.6906
H 2.3857 6.7676 4.0195
H 2.0158 4.1162 4.4750
H 5.5699 -5.8703 4.3554
H -3.8355 0.0191 5.9319
H -13.5988 3.2789 -7.6113
H 6.8068 3.9832 3.0510
H -3.2716 4.6665 7.5887
H 1.6120 4.2778 1.3246
H 9.1342 2.9193 3.1842
H -2.8528 -0.1871 3.3849
H -5.4982 -3.5604 -3.6024
H -4.6586 0.6746 0.3259
H 4.4340 -7.6073 -0.0010
H -3.1503 4.1756 0.1172
H -2.9815 2.5327 0.7070
H 3.7660 4.4157 -6.8536
H 8.9405 -1.1043 -1.7582
H 1.9833 1.4221 7.9643
H -5.7580 -2.4128 2.2360
H -1.5365 2.8063 7.0407
H -10.0183 -3.5029 5.0292
H -10.2693 -0.2942 3.6899
H -1.0809 -2.9310 3.7596
H -6.8034 -0.2170 -3.8555
H 4.2605 0.3321 -8.2940
H 12.2794 0.4310 -4.4635
H 2.7380 -4.5208 4.5325
H 1.9838 0.7115 -4.6827
H -5.9214 -0.2862 4.7176
H -3.4531 4.7773 -2.1743
H -0.0010 -3.3772 2.4145
H -8.4167 1.2796 -4.9313
H 3.3262 3.4236 -5.4152
H -7.6816 -1.9240 3.8952
H -7.1948 1.5727 -6.2215
H -4.0601 -2.9160 -5.2569
H -5.4274 0.5288 -3.1064
H 1.7984 7.4043 2.4719
H -4.0411 3.9824 -4.3727
```

Which of these has the highest total charge? C6H9P